1.
# C2H2Br3F

A cluster of 2 separate species, C2H2Br3F in total in a non-equilibrium geometry (ωB97M-V/def2-TZVPD, the Open Molecules 2025 dataset).

The geometry in XYZ format:
```
8
Properties=species:S:1:pos:R:3:forces:R:3
C 0.6298 0.8713 -0.7745 -1.50 1.01 4.13
C -0.6030 -0.8833 0.7462 -0.41 0.99 -1.49
F -0.4540 1.5945 -0.9260 -0.31 0.94 -0.15
Br 2.0072 1.5463 0.2743 -0.07 0.12 -0.14
Br -2.3383 -1.0170 -0.0367 0.62 -0.62 -0.28
Br 0.7564 -2.1544 0.6984 -0.56 -0.09 0.23
H 0.8403 0.2911 -1.5483 1.16 -2.46 -3.28
H -0.8384 -0.2485 1.5667 1.05 0.10 0.97
```
Positions in Å, forces in eV/Å.

Calculated values
Energy above the lowest of the compared OMol25 structures with the same formula, charge and spin ... 79.16 kcal/mol
E_tot ... -7899.1656 Ha
2S+1 ... 1
Frontier orbital gap (alpha / beta) ... 7.9 / 8.5 eV
HOMO (alpha / beta) ... -8.36 / -8.40 eV
LUMO level (alpha / beta) ... -0.42 / 0.11 eV

Here are the Löwdin charges for atoms 1 to 6, given in e:
1 C -0.710
2 C -1.161
3 F -0.052
4 Br 0.725
5 Br 0.599
6 Br 0.631

---

2.
# C2H2Br3FO

A structure of composition C2H2Br3FO in a non-equilibrium geometry (ωB97M-V/def2-TZVPD, the Open Molecules 2025 dataset).

The geometry in XYZ format:
```
9
Properties=species:S:1:pos:R:3:forces:R:3
C -0.1334 -0.1654 -0.1446 -3.31 -0.16 0.45
C -2.0642 -0.0267 -0.0769 2.69 1.48 1.08
O 0.3527 0.1601 1.0583 1.10 1.01 -2.06
F -0.0281 -1.4366 -0.4869 0.43 -2.15 0.31
Br -2.2881 -0.2886 1.9062 -0.74 0.28 -0.71
Br -2.4469 1.8592 -0.6466 0.11 -1.17 0.50
Br -3.2108 -1.2599 -0.9332 0.41 -0.02 -0.33
H 0.3144 0.3257 -0.9676 -0.07 1.72 -0.42
H 0.0289 -0.4417 1.7023 -0.62 -0.98 1.20
```
Positions in Å, forces in eV/Å.

Calculated values
Energy above the lowest of the compared OMol25 structures with the same formula, charge and spin ... 17.87 kcal/mol
E_tot ... -7974.4928 Ha
2S+1 ... 1
Frontier orbital gap ... 9.8 eV
HOMO ... -10.05 eV
LUMO level ... -0.29 eV

Here are the Löwdin charges for atoms 1 to 6, given in e:
1 C -0.458
2 C -1.501
3 O -0.002
4 F 0.026
5 Br 0.623
6 Br 0.538

---

3.
# C2H2BrF3N2

The molecule C2H2BrF3N2 in a non-equilibrium geometry (ωB97M-V/def2-TZVPD, the Open Molecules 2025 dataset).

The geometry in XYZ format:
```
10
Properties=species:S:1:pos:R:3:forces:R:3
C -0.1086 0.4187 0.5963 -1.40 -0.47 -3.62
C 0.2018 -1.0925 0.4467 -1.31 -0.32 3.98
N 0.3666 1.3162 -1.4920 -0.83 -0.88 2.16
N -0.5799 0.6884 -0.9873 1.88 0.97 1.56
F 0.7911 -1.5205 1.6905 -0.97 0.41 -2.43
F 1.0153 -1.3178 -0.5173 0.94 -0.67 -0.85
F -0.9561 -1.8634 0.2759 2.15 1.42 0.22
Br -1.5787 0.7226 1.7337 -0.05 0.18 0.22
H 0.6913 1.1580 0.6969 0.14 -0.83 0.46
H 0.1574 1.4901 -2.4434 -0.55 0.19 -1.69
```
Positions in Å, forces in eV/Å.

Calculated values
Structure (SMILES) ... [H]/N=N/[C@@H](Br)C(F)(F)F
Energy above the lowest of the compared OMol25 structures with the same formula, charge and spin ... 0.00 kcal/mol
E_tot ... -3060.4680 Ha
2S+1 ... 1
Frontier orbital gap ... 10.1 eV
HOMO ... -10.02 eV
LUMO level ... 0.08 eV

Here are the Löwdin charges for atoms 1 to 6, given in e:
1 C -0.625
2 C -0.629
3 N 0.059
4 N -0.018
5 F 0.033
6 F 0.193